1.
Entry from OMol25: C22H11BClF13N5O12Y as an isolated structure (ωB97M-V/def2-TZVPD).

Values from the calculation:
energy	-104587.130	eV
charge	-2
HOMO	-3.71	eV
molar mass	919.5	g mol⁻¹
ΔE to the lowest compared entry with this formula, charge and spin	0.0	kJ/mol

Geometry as XYZ:
```
66
Properties=species:S:1:pos:R:3:forces:R:3:mulliken_charge:R:1
Y -0.035 -0.151 -0.108 0.0 0.3 -0.1 1.049
C -5.631 0.959 2.332 0.0 0.0 0.0 -0.498
C -4.978 0.211 1.367 0.0 0.0 0.0 -0.922
C -3.595 0.259 1.261 0.0 0.0 0.1 0.292
C -2.872 1.063 2.128 0.1 0.0 0.0 -0.027
C -3.522 1.821 3.101 -0.1 0.0 0.0 -0.339
C -4.900 1.765 3.199 0.0 0.0 0.0 -0.579
N -1.439 1.073 1.983 -0.1 0.1 -0.1 1.057
N -0.881 1.911 2.701 0.0 -0.1 0.0 -0.800
C 0.539 1.956 2.612 -0.1 0.0 0.1 -0.218
C 1.180 2.655 3.621 0.0 0.0 0.0 -0.530
C 2.564 2.693 3.604 0.0 0.0 0.0 -0.426
C 3.235 2.051 2.580 0.0 0.0 0.0 -1.194
C 2.501 1.400 1.600 -0.1 0.0 0.0 -0.140
N 1.172 1.357 1.615 -0.1 0.0 0.0 0.698
H -6.711 0.920 2.410 0.0 0.0 0.0 0.380
H -5.536 -0.412 0.681 0.0 0.0 0.0 0.437
H -3.091 -0.308 0.497 0.0 0.0 0.0 0.350
H -2.942 2.443 3.767 0.0 0.0 0.0 0.425
H -5.408 2.353 3.954 0.0 0.0 0.0 0.363
H 0.588 3.135 4.387 0.0 0.0 0.0 0.506
H 3.109 3.216 4.380 0.0 0.0 0.0 0.369
H 4.313 2.047 2.520 0.0 0.0 0.0 0.444
H 2.993 0.908 0.771 0.0 0.0 0.0 0.464
O -2.954 -3.558 -0.416 -0.1 0.0 0.0 -0.741
Cl -1.715 -2.911 -0.123 0.0 0.1 0.0 1.968
O -0.619 -3.816 -0.237 0.0 -0.1 0.0 -0.666
O -1.744 -2.294 1.188 0.0 0.0 0.0 -0.658
O -1.526 -1.787 -1.071 0.0 -0.1 0.1 -0.721
O 2.887 -1.919 2.462 0.0 0.0 0.0 -0.776
C 2.177 -1.915 1.461 0.0 0.0 0.0 -0.338
O 1.015 -1.371 1.386 0.0 0.0 0.0 -0.696
C 2.667 -2.616 0.208 0.0 0.0 0.0 1.297
C 3.612 -3.595 0.374 0.0 0.0 0.0 -0.230
C 4.097 -4.312 -0.719 0.1 -0.1 0.0 -0.617
C 3.641 -4.050 -1.996 -0.1 0.1 0.0 -0.448
C 2.688 -3.074 -2.171 0.0 0.0 -0.1 -0.572
C 2.168 -2.282 -1.098 0.0 0.0 0.1 0.190
O 1.376 -1.310 -1.302 0.1 -0.1 -0.1 0.281
N 2.224 -2.868 -3.544 0.0 -0.1 0.0 1.027
O 1.092 -2.483 -3.726 0.0 0.0 0.0 -0.524
O 3.008 -3.143 -4.448 0.0 0.0 0.0 -0.685
N 5.089 -5.345 -0.525 0.0 0.0 0.0 1.034
O 5.494 -5.962 -1.503 0.0 0.0 0.0 -0.681
O 5.494 -5.561 0.609 0.0 0.0 0.0 -0.666
H 3.977 -3.791 1.372 0.0 0.0 0.0 0.601
H 4.014 -4.592 -2.850 0.0 0.0 0.0 0.604
F -0.202 3.257 -2.549 -0.1 0.0 0.0 -0.226
C -1.388 3.282 -1.948 0.0 0.0 0.0 0.284
F -1.207 3.723 -0.700 0.0 0.0 0.0 -0.253
F -2.129 4.217 -2.590 0.0 0.0 0.0 -0.330
C -2.081 1.866 -1.920 -0.1 -0.1 0.0 1.118
O -1.710 1.160 -0.850 0.4 0.0 0.0 0.290
C -3.627 2.081 -1.859 0.0 0.1 0.0 0.224
F -4.265 0.947 -1.562 0.0 0.0 -0.1 -0.212
F -4.161 2.542 -3.009 0.0 0.0 0.1 -0.296
F -3.934 2.965 -0.890 0.0 0.0 -0.1 -0.308
C -1.730 1.088 -3.233 0.0 0.0 0.0 0.375
F -1.697 1.874 -4.326 0.0 0.0 0.0 -0.318
F -2.631 0.124 -3.478 0.0 0.0 0.0 -0.293
F -0.543 0.497 -3.102 0.0 0.1 -0.1 -0.119
F 3.467 0.938 -1.387 0.0 0.0 0.0 -0.384
B 2.539 1.936 -1.689 0.1 0.0 0.0 0.288
F 2.860 3.121 -1.029 0.0 0.0 0.0 -0.403
F 2.386 2.112 -3.044 0.0 0.0 0.0 -0.337
F 1.237 1.500 -1.126 0.0 -0.2 0.0 -0.243
```
Forces are in eV/Å.



2.
Entry from OMol25: a 2-piece molecular cluster, C5H14 overall in a non-equilibrium geometry (ωB97M-V/def2-TZVPD).

Values from the calculation:
energy	-5411.574	eV
HOMO	-11.23	eV
molar mass	74.2	g mol⁻¹
ΔE to the lowest compared entry with this formula, charge and spin	45.9	kJ/mol

Geometry as XYZ:
```
19
Properties=species:S:1:pos:R:3:forces:R:3:mulliken_charge:R:1
C -1.791 0.302 -1.924 -1.1 -0.7 0.8 -0.161
C -3.029 0.278 -1.001 0.1 -0.7 0.1 -1.166
C -0.672 1.115 -1.293 -0.2 0.1 0.8 -0.927
H -1.536 -0.758 -2.035 0.4 0.2 -0.2 0.221
H -2.080 0.621 -2.922 0.2 0.4 0.0 0.309
H -3.928 -0.134 -1.457 0.0 0.2 -0.4 0.325
H -1.039 1.897 -0.613 -0.4 0.4 -0.8 0.313
H -0.134 0.572 -0.504 0.4 -0.5 -0.8 0.167
H -3.266 1.255 -0.591 0.0 0.1 0.0 0.342
H -2.845 -0.427 -0.181 0.1 0.4 0.2 0.279
H -0.049 1.544 -2.072 0.5 0.0 0.4 0.297
C 2.928 -1.316 1.519 0.1 0.8 -0.2 -0.707
C 2.345 -0.283 2.469 -0.5 0.5 1.1 -0.846
H 4.012 -1.217 1.446 0.0 -0.4 0.2 0.259
H 2.625 -2.315 1.825 0.2 -0.1 -0.1 0.261
H 2.563 -1.118 0.515 -0.1 -0.2 -0.2 0.218
H 2.305 -0.644 3.501 -0.2 -0.3 -0.1 0.289
H 2.865 0.659 2.628 0.6 0.0 -0.7 0.310
H 1.335 0.039 2.204 -0.1 -0.3 0.0 0.213
```
Forces are in eV/Å.



3.
Entry from OMol25: C19H24FN4O2S2Ti as an isolated structure in a non-equilibrium geometry (ωB97M-V/def2-TZVPD).

Values from the calculation:
energy	-77653.024	eV
2S+1	3
charge	-1
⟨S²⟩	2.05
HOMO (alpha / beta)	-1.96 / -4.38	eV
molar mass	471.4	g mol⁻¹

Geometry as XYZ:
```
53
Properties=species:S:1:pos:R:3:forces:R:3:mulliken_charge:R:1
Ti 0.180 -0.057 0.360 0.7 -1.2 -0.3 -0.222
N 3.546 -1.653 3.037 0.0 0.0 0.0 -0.580
C 2.710 -1.023 2.106 0.2 0.0 0.1 0.516
S 1.446 -1.983 1.364 -0.2 0.3 0.2 -0.519
N 2.874 0.235 1.888 -0.3 -0.4 -0.3 -1.200
N 1.955 0.672 0.940 0.2 0.8 0.4 1.151
C 2.085 1.972 0.571 0.0 -0.2 -0.3 -0.841
C 1.588 2.497 -0.657 0.1 0.1 0.1 0.792
C 1.845 3.849 -0.990 0.0 0.0 0.0 -0.999
C 1.507 4.391 -2.215 0.0 0.0 0.0 -0.547
C 0.891 3.607 -3.185 0.0 0.0 0.0 -0.591
C 0.591 2.277 -2.885 0.0 0.2 0.0 -0.253
C 0.890 1.741 -1.651 0.0 -0.6 0.2 0.560
O 0.511 0.459 -1.383 0.0 0.6 -0.3 -0.698
H 3.606 -2.649 2.902 0.0 0.0 0.0 0.238
H 4.450 -1.208 3.101 0.0 0.0 0.0 0.255
H 2.692 2.617 1.202 0.0 0.0 0.0 0.240
H 2.352 4.459 -0.250 0.0 0.0 0.0 0.326
H 1.735 5.431 -2.419 0.0 0.0 0.0 0.362
H 0.636 4.018 -4.154 0.0 0.0 0.0 0.376
H 0.106 1.632 -3.605 0.0 0.0 0.0 0.444
C -4.231 -0.096 -1.072 -0.1 -0.1 0.1 -0.680
S -3.055 1.140 -1.634 0.0 0.1 0.0 -0.053
C -2.429 0.274 -3.081 0.1 -0.1 -0.1 -0.693
H -5.075 -0.184 -1.758 0.0 0.0 0.0 0.442
H -4.597 0.218 -0.096 0.0 0.0 0.0 0.273
H -3.750 -1.063 -0.951 0.1 0.0 0.0 0.009
H -3.225 -0.313 -3.541 0.0 0.0 0.0 0.416
H -1.597 -0.377 -2.816 0.0 0.0 0.0 0.031
H -2.085 1.010 -3.805 0.0 0.0 0.0 0.318
F -4.179 -4.648 0.281 0.0 0.0 0.0 -0.383
C -3.247 -3.649 0.302 0.0 -0.1 0.0 0.546
C -3.295 -2.713 1.311 0.0 0.0 0.0 -0.714
C -2.340 -1.699 1.315 -0.1 -0.1 0.0 -0.243
C -1.332 -1.604 0.349 0.0 0.0 0.0 0.378
C -1.335 -2.596 -0.640 -0.1 0.0 0.0 0.030
C -2.287 -3.613 -0.687 0.0 0.0 0.0 -0.783
H -4.068 -2.777 2.068 0.0 0.0 0.0 0.403
H -2.401 -0.953 2.103 0.0 0.0 0.0 0.148
H -0.572 -2.590 -1.415 0.0 0.0 0.0 0.381
H -2.281 -4.372 -1.459 0.0 0.0 0.0 0.399
C -0.239 0.323 3.864 0.2 -0.2 0.0 -0.932
N -1.347 1.193 3.526 0.0 0.4 -0.1 0.368
C -1.703 2.112 4.589 -0.1 0.0 0.1 -1.010
C -1.403 1.743 2.260 0.2 -0.6 -0.5 -0.351
O -0.868 1.176 1.247 -0.7 0.5 0.9 -0.358
H -0.505 -0.253 4.752 0.0 0.1 0.0 0.478
H 0.682 0.889 4.060 0.0 0.0 0.0 0.352
H -0.025 -0.399 3.077 -0.1 0.1 0.0 0.031
H -2.001 1.555 5.478 0.0 0.0 0.0 0.282
H -2.545 2.731 4.281 0.0 0.0 0.0 0.349
H -0.868 2.773 4.855 0.0 0.0 0.0 0.341
H -2.084 2.573 2.099 0.0 0.0 0.1 0.415
```
Forces are in eV/Å.



4.
Entry from OMol25: C15H47Fe2O24P2Pd as an isolated structure in a non-equilibrium geometry (ωB97M-V/def2-TZVPD).

Values from the calculation:
energy	-156296.012	eV
2S+1	11
charge	-1
⟨S²⟩	30.02
HOMO (alpha / beta)	-4.95 / -4.42	eV
molar mass	891.6	g mol⁻¹

Geometry as XYZ:
```
91
Properties=species:S:1:pos:R:3:forces:R:3:mulliken_charge:R:1
Fe 0.630 -1.807 1.645 1.4 -0.9 0.7 1.199
Fe 0.707 1.775 2.099 -0.3 -1.4 1.9 0.446
Pd 2.465 -0.271 -0.614 0.6 0.1 -1.2 -0.340
O 2.000 -2.314 0.351 0.0 -0.5 0.1 -0.914
H 2.625 -2.986 0.102 0.0 -0.4 0.1 -0.025
P 0.964 0.208 4.101 -1.5 -1.1 4.1 0.608
O 0.851 -1.239 3.493 0.5 0.7 0.5 -0.715
O 2.038 1.136 3.428 1.2 0.0 -1.0 -0.814
O 0.898 0.223 5.612 1.3 -0.5 -1.4 -0.896
O -0.280 1.017 3.640 -1.0 1.2 -2.7 -0.593
P -0.257 0.278 0.099 2.0 -2.0 2.6 0.873
O -0.891 -1.091 0.557 -1.9 2.1 -1.9 -1.595
O 1.030 0.128 1.020 0.3 1.7 1.2 2.542
O -0.779 1.598 0.738 -1.2 0.0 -1.8 -0.223
O 0.456 0.314 -1.250 -2.8 1.1 -1.1 -0.293
C -1.734 3.841 -2.333 0.3 -0.7 0.7 -0.207
C -0.744 3.201 -3.314 -0.8 -0.3 0.4 -0.046
O 0.407 2.589 -2.767 0.6 0.8 0.4 -0.521
O -2.655 2.867 -1.836 0.1 0.1 0.3 -0.549
H -2.296 4.672 -2.763 -0.1 -0.2 -0.4 0.406
H -1.213 4.268 -1.470 0.3 0.1 -0.1 -0.039
H -0.519 4.017 -4.006 0.9 -0.3 -0.1 0.391
H -1.291 2.434 -3.867 -0.3 0.1 -0.2 -0.040
H 0.309 1.835 -2.122 -0.5 0.6 -0.7 -0.035
H -2.257 2.540 -1.018 -0.2 -0.2 0.0 0.117
C -4.678 -1.357 1.383 -0.6 0.9 -1.3 -0.536
C -4.332 -1.408 -0.116 1.4 -0.6 0.4 -0.208
O -3.165 -2.206 -0.383 -0.2 0.3 0.3 -0.552
O -3.748 -0.611 2.124 0.4 -0.2 0.2 -0.499
H -4.899 -2.360 1.757 0.3 0.0 0.2 0.259
H -5.584 -0.739 1.434 -0.3 -0.4 0.1 0.413
H -4.152 -0.380 -0.454 -0.2 0.1 -0.1 0.040
H -5.115 -1.874 -0.716 -0.2 0.2 0.2 0.426
H -2.337 -1.784 -0.030 -0.6 -0.1 -0.3 0.291
H -2.853 -0.721 1.771 0.1 -0.2 0.1 0.188
C -1.292 -4.096 2.696 -0.1 0.3 0.9 -0.266
C -1.451 -4.036 4.219 0.2 -0.1 0.2 -0.372
O -1.471 -2.758 4.774 0.2 0.6 -0.2 -0.485
O 0.045 -3.815 2.195 -1.2 -0.7 0.6 -0.315
H -1.961 -3.312 2.342 0.1 -0.2 -0.6 -0.031
H -1.597 -5.097 2.381 -0.1 0.1 -0.4 0.394
H -0.734 -4.666 4.765 0.3 -0.2 -0.3 0.272
H -2.429 -4.463 4.460 -0.1 -0.1 -0.2 0.362
H -0.692 -2.230 4.498 -0.1 -0.2 0.1 0.245
H 0.553 -4.570 2.508 0.6 0.3 -0.1 0.268
C 1.296 4.693 1.908 0.2 -0.4 0.5 -0.625
C 1.736 4.124 0.563 -1.1 -0.3 0.6 -0.194
O 2.118 2.739 0.748 0.3 1.6 0.2 -0.482
O 0.329 3.794 2.502 0.7 0.6 -0.7 -0.350
H 0.798 5.660 1.820 0.3 0.1 -0.4 0.459
H 2.126 4.774 2.616 0.1 0.1 -0.2 0.373
H 2.525 4.745 0.147 0.1 -0.2 -0.1 0.493
H 0.835 4.118 -0.052 0.2 0.2 -0.5 -0.061
H 2.610 2.432 -0.031 -0.2 -0.6 0.2 0.128
H -0.108 4.274 3.213 -0.4 -0.7 0.2 0.220
C -2.652 -0.425 -3.588 0.2 0.6 0.2 0.317
C -1.366 -1.192 -3.885 0.5 0.2 -0.6 -0.460
O -0.220 -0.345 -3.725 -0.4 0.1 0.5 -0.608
O -3.796 -1.169 -3.967 0.1 -0.4 0.0 -0.606
H -2.651 0.537 -4.113 0.3 -0.1 -0.4 0.099
H -2.690 -0.107 -2.540 0.0 -0.5 0.2 -0.047
H -1.328 -1.476 -4.938 -0.3 -0.1 0.0 0.386
H -1.219 -2.106 -3.306 -0.5 0.0 0.3 0.246
H -0.228 -0.017 -2.792 0.2 -0.2 -0.5 0.311
H -4.572 -0.620 -3.831 0.0 0.0 0.1 0.347
C 3.425 -2.961 -3.898 -0.7 0.1 1.0 -0.539
C 3.153 -1.472 -3.834 1.2 0.1 0.1 -0.395
O 2.411 -1.167 -2.663 -0.6 -0.1 -1.3 0.236
O 2.215 -3.665 -4.171 0.6 -0.2 0.1 -0.576
H 3.773 -3.203 -2.885 0.1 -0.2 0.0 0.228
H 4.238 -3.257 -4.561 -0.3 0.1 -0.5 0.407
H 2.653 -1.094 -4.725 -0.1 -0.1 0.0 0.401
H 4.136 -0.991 -3.739 -0.1 0.3 -0.2 0.196
H 1.552 -0.835 -2.990 -0.1 -0.2 0.3 -0.033
H 1.776 -3.731 -3.314 -0.2 0.0 -0.2 0.323
C 5.482 -0.683 0.165 0.6 -0.7 0.5 -0.530
C 4.737 -0.644 1.495 -0.7 1.1 0.0 -0.690
O 3.643 0.268 1.411 1.2 0.2 0.2 -0.139
O 4.655 -1.094 -0.935 1.1 0.0 0.7 -0.242
H 6.298 -1.409 0.286 -0.1 -0.1 0.1 0.391
H 6.002 0.253 -0.062 -0.5 0.3 0.1 0.349
H 5.391 -0.230 2.269 0.5 -0.5 -0.1 0.420
H 4.333 -1.606 1.824 0.3 -0.2 -0.3 0.245
H 3.393 0.561 2.312 -0.6 -0.1 -0.1 0.102
H 5.266 -1.226 -1.667 -0.3 0.0 -0.2 0.181
C -3.806 2.864 2.005 0.3 0.1 -0.2 -0.376
O -2.446 3.159 2.313 -0.1 -0.2 -0.1 -0.471
H -4.128 3.605 1.270 -0.5 -0.1 0.0 0.267
H -3.930 1.855 1.610 0.1 0.0 -0.1 -0.051
H -4.432 2.900 2.897 0.2 0.3 0.1 0.278
H -1.907 2.619 1.706 -0.2 0.1 0.4 0.443
```
Forces are in eV/Å.



> Which formula does entry 3 have?

C19H24FN4O2S2Ti